[1]
{"formula": "C37H54O30", "method": "wB97M-V/def2-TZVPD", "symbols": ["C", "C", "C", "O", "C", "O", "O", "H", "H", "H", "H", "H", "H", "C", "C", "C", "O", "C", "O", "O", "H", "H", "H", "H", "H", "H", "C", "C", "C", "O", "C", "O", "O", "H", "H", "H", "H", "H", "H", "C", "C", "C", "O", "C", "O", "O", "H", "H", "H", "H", "H", "H", "C", "C", "C", "O", "C", "O", "O", "H", "H", "H", "H", "H", "H", "C", "C", "C", "O", "C", "O", "O", "H", "H", "H", "H", "H", "H", "C", "C", "C", "O", "C", "O", "O", "H", "H", "H", "H", "H", "H", "O", "C", "O", "C", "C", "O", "H", "H", "H", "H", "O", "C", "O", "C", "C", "O", "H", "H", "H", "H", "O", "C", "O", "C", "C", "O", "H", "H", "H", "H"], "positions_angstrom": [[3.46845, -8.34547, 1.97627], [4.29674, -8.42577, 3.30869], [4.71170, -9.82974, 3.68560], [5.96917, -9.54118, 4.34411], [6.44405, -8.29707, 3.86490], [7.50620, -7.78969, 4.15199], [5.52389, -7.74237, 3.15226], [3.96641, -8.89951, 1.18054], [3.12848, -7.37307, 1.61993], [2.53433, -8.90384, 2.03739], [3.75394, -7.91903, 4.10662], [4.66815, -10.47823, 2.81057], [3.99587, -10.07985, 4.46862], [-7.43697, -1.67658, -3.05757], [-7.41353, -1.13494, -4.45557], [-8.12661, 0.17155, -4.55716], [-7.11186, 1.16414, -4.66771], [-5.87133, 0.49955, -4.83114], [-4.74659, 0.96272, -4.73909], [-6.06506, -0.80018, -4.82217], [-8.45443, -1.71550, -2.66852], [-6.92386, -0.91092, -2.47571], [-7.03722, -2.64347, -2.75189], [-7.76035, -1.94545, -5.09656], [-8.86376, 0.42690, -3.79591], [-8.78392, 0.12116, -5.42520], [0.72597, 5.71736, -5.91517], [1.71388, 4.77240, -6.58277], [0.94009, 3.71018, -7.40300], [1.26306, 3.93375, -8.75268], [2.13078, 4.95320, -8.82925], [2.57200, 5.41464, -9.84995], [2.31658, 5.48168, -7.63705], [0.39492, 5.24688, -4.98935], [-0.18644, 5.93951, -6.46858], [1.20163, 6.63358, -5.56532], [2.43109, 4.30843, -5.90569], [-0.13179, 3.83668, -7.25074], [1.19221, 2.71844, -7.02751], [3.88201, -6.66095, -4.11068], [4.51529, -5.24339, -4.29028], [5.26043, -4.70636, -3.08035], [6.35555, -4.14384, -3.76996], [6.55461, -4.75261, -4.99322], [7.58202, -4.74999, -5.66528], [5.51636, -5.49494, -5.27218], [4.69238, -7.28784, -3.73865], [3.44607, -7.10840, -5.00391], [3.03865, -6.57810, -3.42513], [3.78385, -4.51919, -4.64893], [5.51358, -5.39368, -2.27313], [4.65713, -3.87507, -2.71555], [7.53015, 0.20903, 2.91712], [6.39020, -0.73668, 3.05792], [6.68729, -1.84324, 4.12682], [5.61245, -1.67796, 5.01596], [4.91795, -0.58202, 4.75200], [3.93648, -0.14131, 5.38371], [5.41077, 0.03320, 3.63996], [7.79567, 0.75865, 3.82018], [7.23348, 1.11728, 2.39255], [8.35620, -0.25171, 2.37539], [5.99220, -1.10797, 2.11355], [7.67936, -1.77188, 4.57270], [6.74795, -2.76299, 3.54503], [-3.21779, 6.12172, 5.31435], [-3.09839, 5.29157, 6.56177], [-2.44698, 3.91321, 6.37413], [-1.75621, 3.86197, 7.53548], [-1.45411, 5.08837, 7.93459], [-0.53732, 5.31328, 8.72818], [-2.09370, 5.96726, 7.27233], [-3.96388, 5.67943, 4.65416], [-2.28237, 6.06974, 4.75723], [-3.53193, 7.16253, 5.39260], [-4.06616, 5.36234, 7.05824], [-1.71537, 3.84720, 5.56884], [-3.16735, 3.10037, 6.28207], [-5.33750, 5.47149, -1.00992], [-6.76103, 5.85663, -0.61467], [-7.33419, 7.17179, -0.99730], [-8.46183, 6.88591, -1.80270], [-8.75631, 5.62744, -1.71068], [-9.77592, 5.10124, -2.13859], [-7.76354, 4.98430, -1.15117], [-5.13275, 4.51856, -0.52194], [-4.69279, 6.25537, -0.61246], [-5.13373, 5.20827, -2.04785], [-6.90704, 5.70295, 0.45452], [-6.61672, 7.75200, -1.57755], [-7.57190, 7.80267, -0.14080], [2.70305, 4.74198, 0.02209], [2.88233, 4.85404, 1.21205], [1.90102, 4.90839, 2.14376], [2.50899, 5.05071, 3.44509], [3.94343, 5.34615, 3.06630], [4.10391, 4.97733, 1.73880], [1.99375, 5.80587, 4.03871], [2.40636, 4.12296, 4.00798], [4.69930, 4.83846, 3.66548], [4.20913, 6.38814, 3.24450], [-2.62608, -8.21057, -0.20494], [-3.04328, -7.19419, 0.40135], [-3.89159, -6.21375, -0.00620], [-4.09039, -5.25814, 1.04123], [-3.10864, -5.62500, 2.15133], [-2.60993, -6.90191, 1.64426], [-3.88514, -4.22317, 0.76775], [-5.10232, -5.40964, 1.41689], [-3.62178, -5.81078, 3.09488], [-2.30279, -4.90080, 2.27058], [1.38067, -1.77094, 0.84488], [0.57995, -0.87088, 0.53205], [-0.40212, -0.40917, 1.36476], [-1.12928, 0.55122, 0.71664], [-0.65915, 0.51371, -0.73331], [0.46453, -0.34239, -0.64591], [-2.21041, 0.41264, 0.72299], [-0.83264, 1.53191, 1.08859], [-0.22412, 1.43179, -1.12821], [-1.48393, 0.25947, -1.39904]], "forces_ev_per_angstrom": [[0.00, -0.79, 0.51], [-1.87, 0.64, -2.21], [-0.62, 1.74, 1.34], [0.68, 0.26, -1.11], [2.22, -0.88, 2.22], [-1.60, -1.36, -0.46], [-0.84, 1.33, -1.46], [0.49, 0.38, -0.08], [0.63, 0.22, 0.31], [-0.13, -0.14, 0.67], [-0.02, -0.09, 0.12], [0.82, -0.35, 0.31], [0.24, -0.94, -0.17], [-0.06, 0.61, 1.65], [0.44, -1.88, 0.57], [-1.45, 0.48, -1.15], [1.77, -0.58, -0.47], [1.11, 1.47, 2.05], [-2.67, 0.09, -0.90], [-0.43, -1.23, -0.51], [-0.24, 0.23, -0.23], [0.04, -0.07, 0.49], [0.47, -0.04, -0.93], [-0.05, 0.52, -0.60], [0.70, -0.06, 0.70], [0.39, 0.51, -0.63], [0.34, -0.23, 1.52], [-2.05, 0.11, -1.04], [-0.52, -0.51, 1.52], [0.18, -0.73, -0.13], [-0.08, 1.00, -1.97], [-0.29, -0.79, 0.98], [1.86, 1.10, 0.73], [-0.17, -0.19, 0.12], [0.37, -0.01, -0.43], [0.09, 0.09, -0.34], [0.17, 0.40, -0.08], [-0.04, -0.01, -0.23], [0.15, -0.24, -0.64], [-0.21, 1.26, 0.44], [-1.77, -3.18, -0.05], [-1.13, 0.89, -1.26], [1.98, 0.47, -0.41], [3.50, -0.26, -0.48], [-2.49, 0.78, 1.89], [-0.84, 0.31, -0.45], [-0.33, -0.23, 0.15], [0.39, 0.35, -0.28], [0.20, -0.23, 0.43], [0.16, 0.06, -0.22], [0.30, -0.15, -0.29], [0.23, -0.09, 0.53], [0.77, 1.16, -1.22], [1.64, 0.01, 0.64], [0.48, 0.43, -2.43], [-0.05, -1.08, 0.95], [-3.45, 2.46, 0.95], [3.53, -1.74, -1.90], [-2.49, 0.33, 1.77], [0.39, -1.11, 0.69], [-0.31, -0.34, -0.97], [0.30, 0.23, 0.31], [0.31, -0.27, -0.04], [-0.30, 0.54, 0.53], [-0.84, -0.60, 0.72], [-0.54, -0.59, -1.75], [-0.70, 1.47, -2.75], [-1.94, 0.48, -1.33], [1.13, -2.02, 2.51], [5.61, -0.52, 3.74], [-2.41, -0.39, -1.45], [-1.30, 1.99, 0.16], [-0.15, -0.19, -0.11], [0.11, 0.21, 0.07], [0.22, -0.09, 0.68], [0.19, -0.66, 0.61], [-0.28, 0.31, -0.53], [0.07, 0.01, 0.14], [-0.61, -0.55, 0.44], [-0.51, -1.39, 0.51], [1.10, 2.00, -0.59], [-0.19, 2.67, 0.05], [-2.91, -2.38, -1.62], [1.94, 1.05, 0.86], [1.03, -2.23, 0.48], [0.22, 0.15, 0.42], [0.30, -0.18, -0.22], [-0.38, 0.81, -0.26], [0.61, 0.17, 0.21], [-0.12, 0.04, -0.29], [-0.49, -0.16, -0.01], [-0.20, -0.09, 1.54], [-0.56, -0.04, -2.50], [0.30, 0.06, 0.10], [-0.23, -0.64, 0.00], [1.43, 0.81, 2.37], [-0.38, -0.08, -0.35], [0.16, 0.27, -0.39], [0.01, -0.22, -0.25], [-0.30, -0.49, 0.05], [-0.27, 0.35, -0.54], [-2.23, 4.17, 1.83], [1.91, -2.55, -1.00], [0.47, -0.34, -0.48], [-0.24, -0.03, 0.85], [-0.11, -1.35, -0.87], [0.35, 0.27, 0.75], [-0.40, -0.24, -0.74], [-0.11, 0.38, -0.29], [0.25, 0.03, -0.01], [0.13, -0.32, -0.03], [-2.36, 3.18, -0.84], [1.73, -4.13, 2.39], [1.09, -1.58, 0.62], [-0.58, 2.50, -1.21], [0.21, 1.10, -0.19], [0.20, -0.33, -1.97], [0.13, -0.20, 0.64], [-0.49, 0.08, 0.51], [-0.42, 0.33, 0.31], [0.51, -0.95, -0.29]], "fmax_ev_per_a": 6.76, "relative_energy_ev": 5.1458, "charge": 0, "orbital_gap_ev": 10.20, "e_lumo_ev": -0.548, "energy_ha": -3699.4202}

---

[2]
{"formula": "C37H55BF3I2N8O4S", "method": "wB97M-V/def2-TZVPD", "symbols": ["C", "C", "C", "N", "C", "N", "O", "B", "O", "O", "C", "C", "C", "I", "C", "C", "I", "O", "C", "C", "C", "C", "C", "C", "C", "C", "F", "F", "F", "N", "S", "H", "H", "H", "H", "H", "H", "H", "H", "H", "H", "H", "H", "H", "H", "H", "H", "H", "H", "H", "H", "C", "C", "C", "C", "N", "H", "H", "H", "H", "H", "H", "H", "C", "C", "C", "C", "N", "H", "H", "H", "H", "H", "H", "H", "C", "C", "C", "C", "N", "H", "H", "H", "H", "H", "H", "H", "C", "C", "C", "C", "N", "H", "H", "H", "H", "H", "H", "H", "C", "C", "C", "C", "N", "H", "H", "H", "H", "H", "H", "H"], "positions_angstrom": [[0.68503, 2.23629, 0.90325], [0.16611, 0.83717, 0.68886], [0.79248, -0.20316, -0.45758], [0.67501, 0.47308, -1.80977], [0.95606, -0.14488, -3.03541], [0.77447, 0.56757, -4.38727], [-0.52216, 0.67926, -4.71670], [-1.09360, 1.99266, -4.36871], [-2.58111, 2.15652, -4.52589], [-0.33642, 3.14955, -3.84183], [1.47443, -0.17629, -5.49844], [3.11302, 0.02828, -5.54495], [0.92532, 0.47180, -6.94163], [-0.06558, -0.87044, -8.39281], [1.02827, 1.90649, -7.31284], [1.74529, 3.01890, -6.35213], [0.17656, 2.53862, -9.23187], [1.18847, -1.60534, -5.59899], [1.11162, -2.31079, -4.33111], [2.17074, -3.60090, -4.45887], [2.06430, -4.95255, -3.48151], [3.11646, -6.24389, -3.63430], [4.32311, -6.22619, -4.74751], [4.44842, -4.92793, -5.74098], [3.38397, -3.66691, -5.59481], [-0.39404, -3.04131, -4.29360], [-0.43082, -4.19139, -5.27347], [-0.74495, -3.50076, -2.89775], [-1.49353, -2.13881, -4.70472], [1.45757, -1.56082, -3.08555], [3.10244, -1.75413, -2.55532], [0.29399, 3.07661, 0.16823], [1.41475, 2.53237, 1.77348], [-0.71384, 0.49921, 1.39764], [0.27432, -1.25285, -0.45170], [1.93515, -0.34874, -0.14394], [0.35214, 1.48730, -1.78596], [-2.94523, 1.64536, -3.73044], [-0.72280, 3.34887, -2.91749], [3.43024, 0.29268, -6.66017], [3.72883, -0.92069, -5.24804], [3.48716, 0.95514, -4.89488], [2.13131, 2.62712, -5.32079], [2.70122, 3.42136, -6.94087], [1.01691, 3.91759, -6.17542], [1.26708, -5.05900, -2.63213], [3.01701, -7.20436, -2.94190], [5.10700, -7.08775, -4.88357], [5.29210, -4.84362, -6.56920], [3.52071, -2.78487, -6.35598], [3.68214, -0.49905, -2.21522], [-4.54002, 4.90335, -0.44306], [-3.50892, 4.08521, 0.32784], [-2.17619, 4.81673, 0.49880], [-1.57755, 5.11889, -0.86535], [-1.08104, 5.36957, -1.99699], [-4.20775, 5.11328, -1.46464], [-5.48389, 4.35381, -0.51562], [-4.73844, 5.85748, 0.05844], [-3.34727, 3.13479, -0.19539], [-3.91417, 3.84353, 1.31655], [-1.47700, 4.19546, 1.06845], [-2.31952, 5.75505, 1.04550], [-3.49016, 3.64366, 4.88665], [-4.79745, 3.20431, 5.53839], [-5.60573, 2.24490, 4.66277], [-5.96644, 2.92577, 3.35248], [-6.26558, 3.49062, 2.26553], [-3.66698, 4.19877, 3.95999], [-2.93357, 4.30415, 5.55904], [-2.85684, 2.77943, 4.65594], [-5.39664, 4.09435, 5.76642], [-4.57207, 2.71490, 6.49226], [-6.52513, 1.94918, 5.17910], [-5.02868, 1.33823, 4.45105], [4.80145, -4.01246, 0.00025], [4.86464, -4.18811, 1.51417], [3.50355, -4.51257, 2.13277], [2.52975, -3.37901, 1.85474], [1.72197, -2.43867, 1.62401], [4.16222, -3.17018, -0.28269], [5.79976, -3.81085, -0.40086], [4.41546, -4.91677, -0.48395], [5.26734, -3.27086, 1.96106], [5.56652, -4.99576, 1.74923], [3.60432, -4.64232, 3.21552], [3.10290, -5.44265, 1.71528], [-0.90667, -7.75908, 2.43867], [0.12443, -8.57722, 3.20957], [1.45716, -7.84570, 3.38053], [2.05580, -7.54355, 2.01638], [2.55231, -7.29287, 0.88474], [-0.57440, -7.54915, 1.41708], [-1.85054, -8.30862, 2.36610], [-1.10509, -6.80496, 2.94016], [0.28608, -9.52764, 2.68634], [-0.28082, -8.81891, 4.19828], [2.15634, -8.46698, 3.95017], [1.31383, -6.90739, 3.92723], [-1.29983, 8.18857, 7.93847], [-2.78294, 7.89470, 7.73641], [-3.32279, 6.85478, 8.72010], [-2.57845, 5.54184, 8.53926], [-1.96091, 4.45275, 8.38924], [-0.68442, 7.30003, 7.76561], [-0.96527, 8.95669, 7.23405], [-1.10635, 8.55021, 8.95484], [-2.93898, 7.54941, 6.70703], [-3.34876, 8.82553, 7.85299], [-4.39091, 6.68960, 8.54355], [-3.19878, 7.20038, 9.75211]], "forces_ev_per_angstrom": [[-1.05, -1.78, -1.14], [0.62, 1.65, 0.57], [-0.75, 0.66, 1.14], [0.71, -1.32, -3.40], [-0.35, -0.29, 0.74], [3.14, -3.01, 2.61], [-3.44, 3.14, 0.85], [-1.69, 1.73, 0.14], [3.39, -1.85, 2.29], [-1.79, -3.63, 0.87], [1.44, 0.70, -2.71], [0.84, 0.83, -0.15], [-0.05, 3.82, -0.81], [0.89, 0.62, 1.61], [0.32, -3.88, 2.38], [0.38, 0.34, -1.05], [0.90, 0.04, 1.71], [-0.38, 0.84, 2.49], [1.27, -2.77, -1.80], [3.01, -4.32, -0.28], [2.85, -0.21, -2.38], [0.77, 3.02, -2.51], [-2.76, 3.74, 0.00], [-3.19, 0.17, 3.02], [-0.21, -2.48, 1.88], [-2.63, -0.65, -0.31], [0.00, 4.09, 3.82], [1.20, 1.25, -4.71], [3.70, -2.90, 1.48], [-1.89, 4.57, -0.79], [1.70, -0.25, 1.25], [2.41, -1.79, 0.50], [-2.90, -0.31, -0.76], [3.06, -0.37, -0.57], [0.94, 2.12, -0.10], [-2.60, 0.30, -0.84], [0.85, -1.75, -0.52], [0.24, 0.86, -1.83], [0.50, 0.48, -2.25], [-0.91, -0.63, 2.43], [-1.50, 1.76, -0.31], [-0.97, -2.09, -1.25], [-1.07, 0.48, -2.06], [-2.14, -0.78, 1.21], [1.40, -1.76, -0.36], [1.61, 0.40, -1.90], [0.07, 2.49, -1.57], [-1.89, 1.78, 0.47], [-2.07, -0.25, 2.01], [-0.45, -1.95, 1.70], [-1.51, -0.72, -0.83], [-0.15, -0.02, -0.07], [-0.41, -0.05, -0.11], [0.24, 0.06, -1.04], [3.51, 1.77, -7.24], [-3.85, -2.16, 8.84], [0.04, 0.03, 0.11], [0.15, 0.13, 0.12], [0.00, -0.15, -0.08], [0.09, 0.06, 0.13], [0.17, 0.03, -0.13], [0.07, 0.18, -0.15], [0.11, -0.04, -0.22], [0.14, 0.10, 0.05], [0.29, 0.29, 0.12], [-0.30, 0.72, -0.78], [-2.18, 3.51, -7.39], [2.43, -4.44, 8.64], [-0.06, -0.10, 0.03], [-0.03, -0.18, -0.06], [-0.04, 0.11, 0.04], [-0.01, -0.22, -0.02], [-0.13, 0.00, -0.14], [0.04, 0.04, -0.29], [-0.12, 0.15, -0.14], [0.09, -0.07, -0.12], [0.31, 0.23, -0.24], [-0.51, 1.03, -0.21], [-5.57, 6.12, -1.37], [6.39, -7.34, 1.71], [-0.02, -0.14, 0.10], [-0.11, -0.08, 0.04], [0.03, 0.15, 0.03], [-0.06, -0.19, 0.05], [-0.20, 0.07, 0.09], [-0.20, 0.16, -0.10], [0.01, 0.50, 0.02], [-0.13, 0.02, -0.03], [-0.43, -0.15, -0.20], [0.34, -0.03, -1.03], [3.47, 1.57, -7.46], [-4.03, -2.17, 8.87], [0.01, 0.00, 0.13], [0.13, 0.12, 0.04], [0.00, -0.11, -0.09], [0.08, 0.14, 0.17], [0.22, 0.03, -0.07], [0.07, 0.18, -0.23], [0.10, -0.02, -0.21], [0.11, 0.09, -0.03], [0.28, 0.23, -0.23], [0.56, -0.86, -0.36], [3.97, -7.46, -0.77], [-4.90, 8.65, 1.08], [-0.11, 0.06, 0.08], [-0.05, -0.08, 0.14], [0.01, -0.05, -0.15], [-0.10, 0.02, 0.18], [-0.05, -0.21, 0.03], [0.19, -0.18, 0.09], [0.06, -0.21, -0.12]], "fmax_ev_per_a": 10.01, "relative_energy_ev": 20.2628, "charge": 1, "orbital_gap_ev": 6.45, "e_lumo_ev": -4.173, "energy_ha": -3498.8194}

---

Number 1: E_HOMO -10.75 eV. Number 2: E_HOMO -10.62 eV.